{
  "formula": "C43H47BN6P2RuS3",
  "method": "ωB97M-V/def2-TZVPD",
  "species": ["Ru", "C", "N", "C", "C", "N", "B", "N", "C", "C", "N", "C", "C", "S", "C", "S", "H", "H", "H", "H", "H", "H", "H", "H", "H", "H", "H", "H", "C", "C", "P", "C", "C", "C", "C", "C", "C", "C", "C", "C", "C", "C", "C", "P", "C", "C", "C", "C", "C", "C", "C", "C", "C", "C", "C", "C", "H", "H", "H", "H", "H", "H", "H", "H", "H", "H", "H", "H", "H", "H", "H", "H", "H", "H", "H", "H", "H", "H", "H", "H", "C", "C", "C", "C", "C", "C", "N", "H", "H", "H", "H", "H", "H", "H", "H", "S", "C", "C", "N", "C", "H", "H", "H"],
  "xyz": [[0.07948, -0.28891, -0.01150], [-4.62791, 1.41427, 3.56744], [-4.99100, 1.08729, 2.20121], [-5.65937, 1.89023, 1.34113], [-5.85798, 1.16892, 0.18882], [-5.31469, -0.05652, 0.34073], [-5.53480, -1.23988, -0.65073], [-4.29809, -1.53316, -1.58652], [-4.50041, -2.44347, -2.59680], [-3.34248, -2.62063, -3.26360], [-2.41189, -1.80730, -2.66031], [-1.03456, -1.71348, -3.08110], [-3.01117, -1.15632, -1.62215], [-2.26112, 0.01728, -0.60027], [-4.77776, -0.11931, 1.58157], [-3.93385, -1.39495, 2.26554], [-5.47640, 1.86128, 4.08082], [-3.79411, 2.11563, 3.58706], [-4.34296, 0.49974, 4.07672], [-5.94748, 2.89626, 1.59122], [-6.36822, 1.44798, -0.71601], [-5.74408, -2.22659, -0.00809], [-6.43440, -0.92867, -1.37382], [-5.46405, -2.89022, -2.76323], [-3.09628, -3.24577, -4.10298], [-0.54571, -2.68334, -2.97889], [-0.53192, -0.97150, -2.46213], [-0.98071, -1.40336, -4.12503], [3.18424, 1.05875, -0.69549], [3.38361, 0.46181, 0.68259], [2.19646, -0.92075, 0.84979], [2.60968, -1.65649, 2.45775], [2.46206, -3.03436, 2.62447], [2.91588, -3.64865, 3.77960], [3.49518, -2.89190, 4.78838], [3.60341, -1.51582, 4.64752], [3.17054, -0.89777, 3.48423], [2.87887, -2.13392, -0.32885], [2.18616, -2.37279, -1.51361], [2.66654, -3.28178, -2.44347], [3.85064, -3.95755, -2.18882], [4.54954, -3.72297, -1.01255], [4.07279, -2.81166, -0.08453], [1.39420, 1.47110, -1.05710], [1.09187, 2.74538, 0.21713], [2.01509, 3.74508, 0.52298], [1.74098, 4.67367, 1.51497], [0.55366, 4.60420, 2.23040], [-0.36771, 3.60980, 1.94097], [-0.10158, 2.68930, 0.93700], [1.84733, 2.35731, -2.59598], [1.77920, 3.74270, -2.69171], [2.32427, 4.38632, -3.79347], [2.92283, 3.65350, -4.80777], [2.95116, 2.26861, -4.73600], [2.41292, 1.62095, -3.63478], [3.50186, 0.34244, -1.45765], [3.78900, 1.95553, -0.83311], [3.18541, 1.20236, 1.46106], [4.39591, 0.07581, 0.82030], [2.01559, -3.63055, 1.83781], [2.83325, -4.72216, 3.88433], [3.87276, -3.37321, 5.68005], [4.04222, -0.92206, 5.43792], [3.28198, 0.17352, 3.37756], [1.26449, -1.82526, -1.68611], [2.12910, -3.46933, -3.36416], [4.22764, -4.67064, -2.90906], [5.47021, -4.25590, -0.81804], [4.61863, -2.63433, 0.83344], [2.94428, 3.81580, -0.02804], [2.45722, 5.45491, 1.73109], [0.34102, 5.33357, 3.00020], [-1.29833, 3.55818, 2.49226], [-0.85794, 1.95335, 0.67241], [1.31091, 4.32418, -1.91018], [2.29377, 5.46641, -3.84830], [3.38583, 4.16223, -5.64212], [3.40905, 1.69309, -5.52938], [2.45039, 0.53756, -3.57650], [-1.00668, -3.54801, 0.17169], [-0.91561, -2.84929, 1.47059], [-1.10881, -3.40279, 2.77060], [-0.87943, -2.39490, 3.65929], [-0.53593, -1.23449, 2.88798], [-0.14972, 0.08322, 3.42962], [-0.56914, -1.53438, 1.56602], [-1.39787, -4.55296, 0.31292], [-0.02013, -3.61504, -0.29888], [-1.66719, -2.99948, -0.50189], [-1.40966, -4.41795, 2.97159], [-0.91398, -2.43336, 4.73595], [0.73529, -0.02990, 4.05899], [-0.94137, 0.48035, 4.06949], [0.06547, 0.79584, 2.63789], [-1.79037, 3.10591, -4.41458], [-2.06285, 4.10591, -3.05459], [-1.52858, 3.53642, -1.94402], [-0.90471, 2.33433, -2.14987], [-0.98308, 1.99455, -3.40190], [-2.57915, 5.04606, -3.15098], [-1.56368, 3.95738, -0.95071], [-0.52300, 1.10948, -3.81370]],
  "atomic_forces_ev_per_a": [[-0.817, -0.407, 0.064], [0.102, 0.152, 0.281], [-0.322, 0.130, -0.433], [0.204, 0.083, 0.316], [0.070, -0.271, -0.293], [-0.314, 0.486, 0.043], [0.066, -0.241, -0.032], [0.496, 0.111, 0.069], [-0.069, -0.105, -0.223], [-0.092, -0.086, -0.042], [-0.221, 0.095, 0.307], [0.074, 0.001, -0.136], [0.110, -0.211, -0.232], [0.239, 0.321, 0.176], [0.557, -0.587, 0.600], [-0.234, 0.212, -0.260], [-0.044, -0.023, -0.082], [-0.001, -0.029, -0.081], [0.003, 0.003, -0.009], [-0.049, 0.000, 0.028], [-0.016, 0.018, -0.007], [-0.060, -0.034, 0.012], [-0.110, 0.059, -0.009], [-0.028, 0.013, 0.028], [-0.005, 0.003, -0.021], [0.024, 0.036, 0.052], [-0.003, 0.005, -0.067], [-0.027, 0.005, 0.012], [-0.143, -0.049, 0.107], [-0.086, -0.059, 0.107], [0.879, 0.159, -0.478], [-0.263, -0.083, -0.038], [-0.062, 0.097, 0.057], [-0.038, -0.070, 0.007], [-0.003, 0.031, -0.004], [0.011, 0.037, 0.041], [-0.046, -0.010, -0.090], [-0.160, -0.041, 0.047], [0.040, 0.030, 0.175], [0.020, -0.012, -0.061], [-0.053, -0.012, -0.044], [0.099, 0.013, 0.040], [-0.063, 0.054, -0.049], [1.045, 0.272, 0.572], [-0.137, 0.038, -0.141], [-0.025, -0.047, 0.006], [0.093, -0.002, 0.030], [-0.051, 0.020, -0.014], [-0.007, -0.045, 0.061], [0.019, 0.106, -0.100], [-0.213, -0.256, -0.150], [0.005, -0.040, -0.013], [-0.002, -0.005, 0.021], [0.059, 0.021, 0.005], [-0.009, -0.030, -0.042], [-0.020, -0.005, 0.101], [-0.019, 0.056, -0.034], [-0.016, -0.019, -0.023], [-0.018, 0.005, -0.025], [-0.003, 0.035, 0.025], [0.053, -0.040, -0.018], [-0.025, -0.003, 0.020], [-0.032, -0.013, 0.022], [0.027, 0.000, -0.003], [0.043, 0.004, 0.023], [0.022, -0.084, -0.110], [-0.026, 0.023, 0.000], [0.017, -0.014, 0.003], [0.021, 0.009, 0.000], [0.036, -0.042, 0.010], [0.015, 0.016, 0.011], [0.010, 0.000, 0.003], [0.015, 0.003, 0.015], [-0.011, 0.000, -0.013], [-0.003, 0.027, -0.004], [-0.006, 0.025, -0.003], [-0.017, 0.003, -0.017], [-0.068, -0.003, -0.051], [-0.010, -0.006, -0.007], [0.044, -0.011, -0.021], [-0.091, -0.041, 0.134], [0.194, 0.083, -0.208], [-0.170, 0.117, 0.253], [-0.039, -0.316, -0.022], [0.049, 0.002, -0.251], [-0.088, -0.041, -0.015], [0.133, -0.080, 0.353], [0.021, -0.024, -0.068], [0.009, 0.010, -0.002], [0.000, -0.013, -0.009], [0.030, -0.023, 0.014], [-0.045, 0.014, 0.019], [-0.009, 0.017, 0.032], [-0.037, -0.003, -0.019], [0.023, 0.060, 0.010], [0.032, -0.026, 0.209], [-0.048, 0.062, -0.129], [-0.073, 0.004, -0.111], [-0.257, 0.280, -0.189], [-0.118, 0.112, -0.093], [-0.034, 0.006, 0.053], [0.036, 0.040, 0.013], [0.008, -0.060, 0.008]],
  "energy_ha": -3991.882332,
  "s_squared": 6.04,
  "de_lowest_kcal_mol": 29.9,
  "multiplicity": 5,
  "max_force_ev_per_a": 1.22,
  "lumo_energy_ev": [-4.494, -7.295],
  "charge": 2,
  "gap_ev": [8.0, 5.3]
}